No. 1
DFT (ωB97M-V/def2-TZVPD) results for a single C7H10 molecule in a non-equilibrium geometry.

XYZ file:
```
17
Properties=species:S:1:pos:R:3:forces:R:3
C -2.425 -0.685 -0.707 0.6 1.2 -2.6
C -1.541 -0.032 0.080 -0.3 0.6 1.0
C 0.527 0.777 -1.274 0.3 2.8 3.7
C 0.330 1.489 0.862 0.1 -4.1 0.8
C -0.626 1.009 -0.216 0.6 -0.2 -0.5
C 1.362 0.565 0.077 -1.3 0.7 -0.7
C 1.601 -0.832 0.602 -0.3 0.8 0.2
H -3.066 -1.390 -0.316 -1.1 -1.5 1.0
H -2.628 -0.503 -1.803 0.7 0.1 1.3
H -1.578 -0.301 1.161 -0.1 0.3 -0.7
H 0.382 -0.077 -1.785 -0.3 -2.8 -2.2
H 0.838 1.644 -1.901 -0.3 -0.6 0.6
H 0.638 2.467 0.819 0.5 2.5 -0.3
H 0.112 1.217 1.957 0.2 0.3 -1.6
H 0.991 -1.652 0.177 0.1 0.6 -0.1
H 1.406 -0.769 1.670 0.0 -0.4 0.2
H 2.633 -1.094 0.503 0.7 -0.4 -0.2
```
Positions in Å, forces in eV/Å.

The spin multiplicity is 3. As for the strongest force on any atom: 0.09015 Eh/bohr. For the energy relative to the best compared isomer or geometry (same formula, charge and spin), the calculation gives 0.00 kJ/mol. Its HOMO-LUMO gap (spin up / spin down) is 7.6 / 9.1 eV.

=====

No. 2
DFT (ωB97M-V/def2-TZVPD) results for a single C7H10 molecule in a non-equilibrium geometry.

XYZ file:
```
17
Properties=species:S:1:pos:R:3:forces:R:3
C -0.058 -0.449 -0.609 1.5 -1.0 -0.9
C -0.444 0.444 0.626 -1.1 -1.2 0.1
C 1.582 -0.869 1.198 -2.6 0.3 -0.8
C 0.563 0.136 1.839 -1.1 -0.1 0.2
C 1.050 -1.062 -0.192 1.3 -0.6 -0.5
C -0.445 -0.602 -2.104 0.7 2.2 6.0
C -1.009 0.609 -2.660 -1.6 0.6 -2.1
H -0.343 1.492 0.404 -0.6 0.4 -0.3
H -1.457 0.122 0.932 0.2 0.9 -0.1
H 2.546 -0.499 1.216 2.1 0.9 -0.1
H 1.651 -1.887 1.502 -0.2 -0.7 1.5
H -0.039 -0.303 2.768 1.4 1.1 -2.0
H 1.011 1.169 2.087 -0.4 -2.0 0.1
H 1.615 -1.713 -0.843 0.1 -0.2 -0.2
H -1.952 0.164 -3.084 0.0 1.5 0.1
H -0.415 0.876 -3.550 -0.2 0.5 0.1
H -1.197 1.591 -2.010 0.5 -2.5 -1.0
```
Positions in Å, forces in eV/Å.

The spin multiplicity is 3. As for the strongest force on any atom: 0.12610 Eh/bohr. For the energy relative to the best compared isomer or geometry (same formula, charge and spin), the calculation gives 25.10 kJ/mol. Its HOMO-LUMO gap (spin up / spin down) is 8.2 / 8.4 eV.

=====

No. 3
DFT (ωB97M-V/def2-TZVPD) results for a gas-phase ion, C7H10BrN2O3 (charge +1) in a non-equilibrium geometry.

XYZ file:
```
23
Properties=species:S:1:pos:R:3:forces:R:3
C 1.873 -0.986 -1.494 2.5 -1.8 -2.0
C 0.883 -0.261 -1.964 -1.2 -0.1 -3.2
C -0.190 1.257 -0.355 0.8 2.0 1.1
C -1.324 2.346 -0.161 -1.4 -1.4 0.0
C 2.402 -1.457 -0.273 1.3 -1.5 1.3
C -3.628 2.671 -0.573 -2.4 0.7 -1.5
C 2.412 -2.304 3.133 0.5 -0.7 -0.2
N 1.933 -1.466 0.936 -0.5 0.3 -0.3
N -0.104 0.552 -1.431 1.4 0.0 2.1
O -1.267 3.150 0.713 0.2 -0.2 -0.6
O -2.414 2.068 -0.947 3.8 0.0 0.4
O 2.810 -2.062 1.750 0.3 -0.9 -0.3
Br 1.202 1.468 0.883 -0.9 -0.3 -1.0
H 2.527 -1.470 -2.419 -1.9 1.3 2.5
H 0.709 -0.412 -3.078 0.1 0.6 1.6
H 3.290 -2.090 -0.409 0.0 0.5 0.1
H -3.599 2.911 0.518 -0.6 -0.5 -0.9
H -4.296 1.840 -1.002 0.1 1.6 1.5
H -3.890 3.632 -1.191 0.9 -1.7 1.2
H 1.321 -2.017 3.209 1.5 -0.1 0.5
H 3.241 -1.753 3.631 -1.4 0.1 0.5
H 2.618 -3.409 3.442 -0.7 1.8 -1.1
H -0.828 0.730 -2.046 -2.2 0.3 -1.7
```
Positions in Å, forces in eV/Å.

As for the total charge: +1. As for the strongest force on any atom: 0.07396 Eh/bohr. For the energy relative to the best compared isomer or geometry (same formula, charge and spin), the calculation gives 113.88 kJ/mol. Its HOMO-LUMO gap (spin up / spin down) is 6.9 / 6.9 eV. Its SMILES is CO/N=C/C=C\[NH+]=C(/Br)C(=O)OC.